# 1
{"formula": "C3H7BrFN3", "method": "wB97M-V/def2-TZVPD", "elements": ["H", "C", "H", "N", "Br", "H", "C", "N", "H", "H", "F", "H", "C", "H", "N"], "coordinates": [[-2.118803, 0.218160, 0.807158], [0.582376, 0.060342, -0.580961], [-0.672238, 0.506875, 1.686376], [0.736210, 2.345250, -1.277864], [2.492624, -0.605462, -0.108970], [0.331830, -2.574113, 0.073065], [-1.223972, -0.249350, 1.133136], [-0.332137, -0.686937, 0.121310], [-0.745449, -2.244141, -1.278781], [0.902916, 3.229111, -0.967868], [0.763208, 1.966005, 1.001095], [0.566496, -0.316000, -1.613954], [0.627632, 1.525336, -0.357589], [-1.443852, -1.160363, 1.710346], [-0.466839, -2.014708, -0.346503]], "forces_ev_per_a": [[-1.087, 0.229, -0.698], [-0.262, -1.369, 0.320], [-0.248, -0.229, 0.652], [-0.807, -3.181, -1.150], [0.416, 0.163, 0.131], [-1.407, 0.730, -1.339], [0.987, -0.430, 1.262], [-0.401, -1.211, -2.400], [0.125, 0.556, -0.513], [0.501, 3.334, 1.085], [-0.334, -1.073, -1.933], [0.244, 1.218, 0.198], [0.965, 1.107, 1.069], [-0.100, 0.726, 0.210], [1.406, -0.570, 3.106]], "nbo_charge": [0.1838, -0.0618, 0.2221, -0.5977, -0.1710, 0.3762, -0.4103, -0.2820, 0.3715, 0.3624, -0.3685, 0.2498, 0.6027, 0.2226, -0.6997], "de_lowest_kj_mol": 0.0, "spin_multiplicity": 1, "e_homo_ev": -8.98, "e_tot_ev": -80452.7314, "lumo_energy_ev": 0.3}

# 2
{"formula": "C3H7BrN2O", "method": "wB97M-V/def2-TZVPD", "elements": ["C", "C", "Br", "H", "C", "H", "H", "H", "N", "N", "H", "H", "O", "H"], "coordinates": [[0.631900, 1.753674, 0.157132], [-0.991538, -1.055827, -0.465936], [2.287179, -0.587578, -0.273310], [1.645253, 3.350854, -0.059710], [-0.392819, -0.529630, 0.805166], [-1.013736, -0.004712, 1.425985], [0.020745, -1.485859, 1.273421], [2.516007, 1.881878, -0.549296], [0.756420, 0.290472, 0.531982], [1.688789, 2.357215, -0.411517], [-0.231603, -1.477594, -1.052284], [-1.204208, -0.181720, -1.100995], [-0.351683, 2.362951, 0.520269], [-1.831542, -1.730524, -0.460684]], "forces_ev_per_a": [[-1.000, -2.696, 1.580], [-0.884, 2.025, -1.174], [-1.196, 0.282, 0.547], [0.708, -1.524, -1.103], [2.340, -3.852, -1.366], [-1.610, 1.265, 1.583], [-0.537, 1.511, 0.339], [1.985, -0.770, -0.175], [1.900, 2.918, -1.121], [-1.973, 2.808, 0.907], [1.235, -1.210, -0.537], [-0.707, -0.098, 0.182], [0.058, -0.577, -0.158], [-0.319, -0.082, 0.497]], "nbo_charge": [0.7833, -0.6302, 0.1410, 0.4194, -0.2249, 0.2348, 0.1968, 0.4016, -0.5024, -0.8325, 0.2092, 0.2069, -0.6248, 0.2218], "de_lowest_kj_mol": 2.6, "spin_multiplicity": 1, "e_homo_ev": -9.33, "e_tot_ev": -78293.7382, "lumo_energy_ev": -0.1}